1.
Formula: CH4O2
Source: OMol25
Level of theory: ωB97M-V/def2-TZVPD

Structure (XYZ):
```
7
Properties=species:S:1:pos:R:3:nbo_charge:R:1
C -0.802 0.019 0.034 -0.261
O 1.465 0.276 -0.274 -0.466
O 0.454 -0.499 0.376 -0.292
H -1.506 -0.611 0.574 0.201
H -0.980 -0.051 -1.043 0.175
H -0.902 1.059 0.356 0.176
H 2.271 -0.193 -0.023 0.468
```

Output
Highest occupied orbital energy in eV: -9.57
Total charge: 0
SMILES string: COO
Kohn-Sham gap in Eh: 0.389

---

2.
Formula: CH4O2
Source: OMol25
Level of theory: ωB97M-V/def2-TZVPD

Structure (XYZ):
```
7
Properties=species:S:1:pos:R:3:nbo_charge:R:1
C -1.545 -0.009 -0.042 0.299
H 1.517 -0.615 0.058 0.483
H 2.194 0.715 0.283 0.459
H -1.641 1.008 -0.527 0.103
H -2.381 -0.350 0.514 0.120
O 2.351 -0.173 -0.102 -0.943
O -0.496 -0.576 -0.185 -0.520
```

Output
Highest occupied orbital energy in eV: -10.68
Total charge: 0
SMILES string: C=O.O
Kohn-Sham gap in Eh: 0.406

---

2 is the most stable structure; the next one sits 0.0788 hartree above it.